(1)
Entry from OMol25: a structure of composition C22H25ClEuNO5 in a non-equilibrium geometry (ωB97M-V/def2-TZVPD).

Summary:
- Spin multiplicity: 8
- Molecular weight: 570.9 g/mol
- Net charge: -1
- Orbital gap (spin up / spin down): 4.92 / 5.88 eV
- LUMO energy (spin up / spin down): 2.112 / 2.098 eV
- HOMO energy (spin up / spin down): -2.81 / -3.78 eV

XYZ file:
```
55
Properties=species:S:1:pos:R:3:forces:R:3:lowdin_spin:R:1
Eu 1.171106 -0.682731 0.826775 -0.533 0.390 0.871 7.011
Cl 3.669666 -1.718212 3.481456 -1.871 0.383 -2.852 0.002
O 3.099450 -2.802715 4.217300 0.442 -0.313 0.067 0.001
O 2.728112 -1.436802 2.292969 4.028 -1.802 2.556 -0.002
O 4.958429 -2.015399 2.921746 0.035 -0.284 0.334 0.001
O -0.475013 -0.419729 -0.896270 0.630 0.327 -2.809 -0.003
O 3.719275 -0.542815 4.282275 0.125 0.431 0.392 0.000
N -0.942133 -0.561820 -3.067424 -1.293 -0.597 -0.589 0.003
C 3.197696 0.880608 1.584096 0.430 1.512 -0.732 -0.005
C 1.512823 1.892712 -1.624736 -0.012 -0.427 0.559 0.001
C -4.646043 0.576803 -1.073651 0.236 -0.061 -0.202 0.000
C 0.520697 -1.241265 3.411598 -1.745 -0.069 -0.156 -0.004
C -0.682651 -2.309791 1.753346 -0.290 0.872 0.427 -0.002
C -0.143551 -0.137954 -2.084208 0.571 0.141 3.064 0.006
C 0.279851 2.797683 -1.661459 -0.006 0.080 -0.119 0.000
C 2.711519 2.576616 -2.296591 -0.031 0.180 -0.452 0.000
C -0.543112 -0.381926 3.029292 0.155 -1.163 -0.428 -0.005
C 1.970779 1.654410 -0.198910 -0.853 -0.118 0.667 -0.004
C 1.335590 2.082595 1.024724 -0.741 -0.105 -1.684 -0.002
C -3.579844 0.154593 -1.880154 -0.313 -0.211 0.374 0.000
C -4.721158 -1.608553 -0.020449 0.103 0.299 -0.341 0.000
C -3.654325 -2.022524 -0.829554 0.134 0.183 -0.117 0.000
C -1.292181 -1.030559 2.007084 0.535 -0.386 0.138 -0.003
C -5.216549 -0.297559 -0.144305 0.178 -0.325 -0.064 0.000
C 1.180312 0.555779 -2.405447 -0.003 0.674 -0.763 0.004
C 3.110956 0.897658 0.165562 0.506 0.220 0.003 -0.001
C 0.442660 -2.423376 2.610354 -0.827 -0.414 0.290 -0.004
C -3.068147 -1.136482 -1.746857 -0.514 0.236 -0.060 0.000
C -1.965839 -1.592829 -2.679730 0.477 0.560 -0.381 0.000
C 2.065715 1.573897 2.101143 0.977 -0.176 0.688 -0.003
H -0.549598 2.403874 -1.059082 0.258 0.017 -0.072 0.000
H -0.669229 0.616976 3.425688 -0.275 -0.068 -0.016 0.000
H 0.539044 3.794278 -1.285578 -0.095 -0.173 -0.023 0.000
H -0.076490 2.904289 -2.693335 0.023 0.082 -0.002 0.000
H 2.428488 3.025685 -3.253914 0.051 -0.032 -0.167 0.000
H 3.530579 1.865581 -2.467265 -0.176 0.150 0.078 0.000
H 4.103287 0.555227 2.086452 -0.679 -0.184 0.167 0.000
H -3.134607 0.816613 -2.625832 -0.174 -0.013 0.317 0.000
H -5.169166 -2.300736 0.701337 0.252 0.309 -0.302 0.000
H 1.135470 0.796472 -3.484993 0.115 0.010 0.230 0.000
H -2.385079 -1.904943 -3.639182 -0.085 -0.214 0.133 0.000
H -3.246106 -3.039353 -0.763765 -0.231 0.425 0.165 0.000
H -1.434485 -2.440198 -2.218123 -0.094 0.341 -0.267 0.000
H 2.036355 -0.153627 -2.319842 -0.696 0.249 0.197 0.002
H -6.053661 0.029830 0.479687 0.352 -0.100 -0.211 0.000
H 3.096690 3.372680 -1.642085 -0.189 -0.287 -0.196 0.000
H 1.769700 1.633986 3.160269 0.416 0.126 -0.667 0.000
H 1.158213 -0.946915 4.228690 0.401 -0.406 -0.208 0.000
H 3.709191 0.250555 -0.510164 -0.073 0.819 0.427 0.002
H -2.115557 -0.595035 1.473377 -0.261 0.032 -0.194 0.000
H 1.186854 -3.215880 2.474925 -0.429 0.330 0.611 0.001
H -5.019563 1.599119 -1.190250 0.061 -0.399 0.131 0.000
H -1.065001 -0.011090 -3.925882 0.379 -0.709 0.644 0.000
H 0.362293 2.610520 1.061729 0.803 -0.354 0.120 0.001
H -0.881713 -2.948221 0.887164 -0.183 0.013 0.425 0.002
```
Positions in Å, forces in eV/Å.

(2)
Entry from OMol25: an isolated molecule of C35H31N3O3 in a non-equilibrium geometry (ωB97M-V/def2-TZVPD).

Summary:
- Structure (SMILES): CN(c1ccccc1)c1ccc(C(c2ccc(N(C)c3ccccc3)cc2)[C@@H](C(=O)c2ccccc2)[N+](=O)[O-])cc1
- Spin multiplicity: 1
- Molecular weight: 541.7 g/mol
- Orbital gap: 7.35 eV
- LUMO energy: -0.172 eV
- HOMO energy: -7.52 eV

XYZ file:
```
72
Properties=species:S:1:pos:R:3:forces:R:3:mulliken_charge:R:1
O 2.051590 0.858621 4.524927 0.320 -0.942 -2.513 -0.630
O 2.686396 1.196187 2.428789 -0.841 -1.357 2.228 -0.580
O 0.536313 -2.515691 2.021611 0.751 1.512 1.004 -0.527
N 8.044276 -0.640279 6.212278 0.855 -0.229 -0.667 0.226
N 2.303075 0.470656 3.378366 0.806 0.485 -0.406 1.079
N 1.909850 -7.389843 5.308084 0.003 -0.873 -0.479 0.003
C 6.820109 -0.973275 5.562252 -0.517 -0.192 -0.380 -0.458
C 8.822655 0.667156 9.598528 -0.218 0.404 -0.308 -0.618
C -1.150705 1.668471 1.783783 -0.057 -0.360 0.023 -0.740
C -2.544850 0.267066 3.207673 0.247 -0.067 -0.299 -0.621
C 4.955836 -0.455158 4.087548 0.022 -0.339 0.226 -0.202
C 2.243903 -1.127055 3.024702 -0.668 1.520 -0.826 0.639
C 4.855746 -2.370331 5.524377 0.296 -0.412 -0.271 -0.821
C 0.785637 -1.447003 2.569654 -0.337 -1.227 -0.689 -0.134
C 9.097373 -1.648084 6.086540 -0.355 0.201 -0.055 -1.332
C -0.120609 0.727483 1.882619 -0.326 0.208 0.143 -0.129
C 0.941991 -8.526442 7.241227 -0.320 0.443 -0.161 -0.539
C 4.236961 -1.573578 4.549696 -0.087 0.387 0.348 -0.461
C 1.175593 -3.837724 4.545155 0.669 -0.266 0.252 -1.164
C -0.527108 -7.574055 5.551786 0.329 0.229 0.295 -0.760
C 7.869915 1.687021 9.710624 0.065 -0.208 0.028 -0.527
C 3.121925 -8.199201 5.370773 -0.287 0.119 -0.047 -1.565
C -1.416894 -8.165689 7.717773 0.199 0.011 0.005 -0.579
C -0.161845 -8.671511 8.087378 -0.067 -0.103 -0.447 -0.471
C 7.008649 1.950346 8.640394 0.260 -0.279 -0.052 -0.582
C 0.955681 -5.175358 4.833379 0.082 0.047 -0.115 -0.578
C 8.947907 -0.055838 8.413604 -0.360 0.046 -0.201 -0.520
C 3.417750 -4.357293 3.860065 -0.355 0.591 0.160 -0.473
C 6.194357 -2.201160 5.854066 -0.042 0.861 0.536 -0.546
C 2.756915 -1.883166 4.204982 0.222 -0.237 1.141 1.044
C 2.446224 -3.381530 4.166625 0.160 -0.471 -0.447 -0.555
C 8.049115 0.180581 7.345533 -0.428 -0.120 0.497 1.049
C -2.363309 1.432540 2.444556 0.306 -0.066 0.169 -0.417
C 0.782746 -7.839389 6.016430 -0.519 -0.187 0.289 0.655
C -1.520157 -0.682902 3.285089 0.234 0.308 0.014 -0.406
C 7.078232 1.193716 7.470446 0.219 0.028 0.330 -0.367
C -0.280379 -0.406311 2.686193 -0.620 -0.032 -0.627 0.212
C 6.192103 -0.112540 4.651263 0.121 -0.382 0.235 -0.596
C -1.599008 -7.619393 6.442963 0.317 -0.486 0.048 -0.323
C 3.231274 -5.690442 4.192466 -0.271 -0.140 0.150 -0.785
C 2.008453 -6.113609 4.764332 0.124 0.411 -0.024 1.785
H -0.996705 2.559839 1.166301 -0.199 -0.376 0.253 0.373
H 3.592239 -8.214767 4.383752 -0.005 -0.206 0.230 0.355
H 8.907429 -2.520512 6.729706 0.204 0.055 -0.036 0.427
H -0.035993 -5.473611 5.154588 0.408 0.227 0.000 0.496
H 6.731827 -2.944891 6.449291 -0.415 0.358 0.094 0.281
H -3.176432 2.154889 2.356255 0.240 -0.203 0.075 0.373
H 9.135876 -1.979830 5.042088 0.042 0.068 0.272 0.308
H -0.031296 -9.187297 9.038746 -0.086 0.189 -0.201 0.355
H 6.268677 2.744419 8.724262 0.124 -0.182 -0.030 0.360
H 2.865127 -1.272158 2.126043 -0.043 0.453 0.382 0.161
H 6.672278 0.833839 4.395563 -0.112 -0.332 -0.036 0.535
H 1.932539 -8.898994 7.526740 -0.505 0.318 0.083 0.358
H 9.469440 0.430670 10.442012 -0.077 0.099 -0.209 0.351
H 4.306279 -3.159466 6.040869 0.147 0.022 -0.505 0.555
H 9.702051 -0.839674 8.329131 -0.323 0.269 0.164 0.314
H 0.334769 -3.155372 4.669802 0.303 -0.015 0.091 0.371
H 4.073031 -6.381762 4.086331 -0.461 0.425 -0.100 0.201
H 10.055455 -1.199244 6.362452 -0.125 -0.170 -0.181 0.440
H -3.500418 0.082825 3.705703 0.338 0.048 -0.217 0.372
H 2.850017 -9.219462 5.648144 0.121 0.184 -0.110 0.556
H -2.254294 -8.225925 8.411524 0.212 0.025 -0.151 0.367
H 4.568918 0.204248 3.317605 0.074 -0.157 0.163 0.367
H -0.683098 -7.259134 4.514054 0.137 -0.004 0.534 0.618
H 2.167524 -1.504914 5.065115 0.281 -0.078 -0.268 0.585
H 3.825978 -7.788386 6.105718 0.069 -0.128 -0.114 0.405
H 4.372719 -4.072102 3.410352 -0.282 0.041 0.352 0.459
H 7.788513 2.253402 10.639632 0.010 -0.140 -0.298 0.352
H -1.664908 -1.650622 3.775035 -0.001 0.444 -0.023 0.378
H 6.377099 1.361825 6.652060 0.221 0.037 0.362 0.407
H 0.798206 0.831806 1.304302 -0.385 0.209 0.225 0.433
H -2.567250 -7.230654 6.126946 0.158 -0.316 0.088 0.397
```
Positions in Å, forces in eV/Å.

(3)
Entry from OMol25: a cluster of 5 separate species, C26H24INO8Si in total (ωB97M-V/def2-TZVPD).

Summary:
- Structure (SMILES): O=C1C=CC(=O)C=C1.O=C1C=CC(=O)C=C1.O=C1C=CC(=O)C=C1.O=C1C=CC(=O)C=C1.C[Si@@H](I)CN
- Spin multiplicity: 1
- Molecular weight: 633.5 g/mol
- Orbital gap: 7.53 eV
- LUMO energy: -1.583 eV
- HOMO energy: -9.11 eV

XYZ file:
```
61
Properties=species:S:1:pos:R:3:forces:R:3:mulliken_charge:R:1
I 2.276821 2.511636 -2.016543 -0.266 0.122 -0.067 -0.184
Si 1.156107 1.635076 -0.005334 -0.374 -0.377 0.600 0.396
O -2.836598 0.048801 -7.348227 -0.005 -0.002 -0.002 -0.541
O 8.274483 0.462115 -4.780549 -0.002 -0.005 0.000 -0.548
O 4.377085 -1.058725 -1.536284 0.004 -0.004 0.003 -0.536
O -1.457311 3.401533 4.790566 0.011 0.020 -0.052 -0.595
O -3.692193 -0.416853 7.694632 -0.007 0.009 0.012 -0.545
O -0.818925 -5.751267 -0.846861 -0.006 0.001 0.000 -0.547
O -2.909833 1.442857 -2.243823 -0.091 0.017 -0.037 -0.578
O -2.094374 -2.176202 2.843268 0.003 0.010 0.019 -0.541
N 0.624357 2.343001 2.493765 -0.097 -0.037 -0.251 -0.362
C -3.849510 0.123381 -3.950618 -0.033 -0.032 -0.064 -0.460
C -3.880308 1.740234 6.775421 0.006 0.073 -0.043 -0.380
C 5.270047 -0.708378 -2.278525 -0.063 -0.010 0.034 0.369
C 7.095775 -1.321224 -3.798407 -0.053 -0.055 0.043 -0.362
C 7.381024 0.115811 -4.038154 0.049 0.031 -0.041 0.366
C -1.898134 1.368599 -5.641061 0.017 0.034 0.069 -0.368
C -2.852956 0.368147 -6.179766 0.011 -0.011 -0.067 0.339
C -0.289995 -3.712174 0.202748 0.001 0.065 0.039 -0.375
C -1.829078 0.283327 6.439546 0.052 0.036 -0.039 -0.375
C -3.829299 -0.227981 -5.233483 -0.026 -0.002 0.082 -0.343
C -1.918855 1.720138 -4.358214 0.035 0.009 -0.064 -0.258
C -1.967927 2.525168 5.458579 0.016 -0.050 -0.038 0.528
C -3.318304 2.699353 6.045201 -0.046 -0.002 0.057 -0.360
C -1.267102 1.242963 5.710013 0.000 -0.045 0.025 -0.249
C 6.117339 -1.703349 -2.982189 0.056 -0.014 -0.054 -0.341
C -1.109275 -4.932042 -0.002308 0.019 -0.042 -0.054 0.360
C -1.801265 -2.995209 1.998757 -0.011 0.041 0.032 0.302
C -2.896506 1.125084 -3.414743 0.037 0.024 0.044 0.507
C -2.620461 -4.215681 1.794171 -0.012 -0.065 -0.047 -0.375
C -3.179462 0.456459 7.029945 -0.011 -0.067 0.026 0.330
C -0.309621 0.561089 -0.424780 0.176 0.300 0.126 -0.452
C -2.299786 -5.113118 0.865964 -0.045 0.035 0.066 -0.354
C -0.611380 -2.814849 1.130998 0.068 -0.008 -0.040 -0.356
C 5.554767 0.728324 -2.517394 0.062 0.063 0.024 -0.260
C 0.586755 2.999531 1.174511 0.429 -0.470 -0.156 -0.658
C 6.533920 1.109256 -3.334168 -0.066 -0.005 0.050 -0.432
H -4.514284 -0.956578 -5.647680 0.016 0.001 -0.036 0.405
H 7.725598 -2.028819 -4.322213 0.022 0.028 -0.018 0.400
H -0.027824 -1.918267 1.298165 -0.017 0.006 0.037 0.581
H -2.882489 -6.009914 0.698597 0.024 -0.013 -0.027 0.410
H -0.037002 -0.417354 -0.807634 0.035 -0.020 -0.280 0.243
H -0.972512 1.095799 -1.100762 -0.052 -0.165 -0.154 -0.026
H -1.193258 1.788027 -6.347271 -0.010 -0.021 -0.028 0.415
H -0.036063 2.771984 3.128784 0.145 0.106 0.185 0.150
H -0.286489 1.134975 5.264154 -0.010 0.016 -0.036 0.382
H -1.338386 -0.661386 6.634152 -0.033 -0.017 0.004 0.418
H 6.758947 2.151055 -3.524635 0.027 -0.009 -0.019 0.417
H -4.551951 -0.297808 -3.242836 0.013 0.020 0.029 0.418
H -3.810588 3.642322 5.844862 0.029 0.013 -0.020 0.416
H 2.157584 0.829683 0.721253 0.206 0.093 -0.116 -0.133
H 1.558852 2.403409 2.874466 -0.090 -0.026 0.175 0.193
H -0.448016 3.238590 0.946907 -0.061 0.238 -0.145 0.324
H -0.861738 0.404565 0.503253 -0.009 0.034 0.149 0.240
H 5.891959 -2.745130 -2.792658 -0.027 0.009 0.022 0.410
H 0.573371 -3.598839 -0.440895 0.000 -0.030 -0.010 0.474
H -3.483200 -4.328002 2.438280 0.006 0.033 0.019 0.415
H 4.916833 1.434342 -1.997118 0.121 -0.118 -0.028 0.439
H -1.230438 2.445780 -3.942697 -0.005 -0.011 0.035 0.445
H 1.215974 3.885595 1.098155 -0.166 0.282 0.015 0.401
H -4.864209 1.844775 7.214160 -0.002 -0.036 0.013 0.399
```
Positions in Å, forces in eV/Å.